No. 1
36
Properties=species:S:1:pos:R:3:mulliken_charge:R:1 method="wB97M-V/def2-TZVPD" e_homo_ev=-12.10 max_force_ev_per_a=3.57 charge=+1 lumo_energy_ev=-4.89 gap_ev=7.2 relative_energy_kj_mol=175.42 energy_ev=-138129.600
C -2.31956 -2.42012 -2.13509 -1.14
C -1.07407 -2.58064 -1.17328 0.38
F -0.21914 -3.48732 -1.82385 -0.34
C -0.32811 -1.19836 -1.13433 -0.27
C 1.21155 -1.14737 -0.77754 -1.19
C 1.40109 0.41362 -1.00880 1.29
P 2.69259 1.33714 0.07593 0.18
O 2.24133 0.84454 1.65880 -0.44
O 2.12975 2.95012 0.00640 -0.41
P 1.68495 1.02311 -2.79539 0.28
O 1.95537 -0.32114 -3.80311 -0.46
Br 3.66915 2.15139 -2.87084 -0.16
C 0.05709 0.85926 -0.29177 -0.77
N -0.87247 -0.05997 -0.35557 0.50
C -2.18579 0.16135 0.28709 -0.41
O -2.71479 -0.99825 0.94917 -0.16
N -1.71246 -1.40886 1.82176 0.29
O -2.18953 -1.99488 2.71268 -0.41
H -2.91425 -1.52117 -1.80498 0.25
H -2.99020 -3.30803 -2.10253 0.37
H -1.95049 -2.21530 -3.16794 0.37
H -1.36959 -2.98619 -0.18075 0.29
H -0.40692 -0.83350 -2.19660 0.26
H 1.89735 -1.77754 -1.39670 0.31
H 1.23185 -1.44305 0.30337 0.40
H 2.79750 1.33093 2.28731 0.32
H 1.47409 3.09849 0.71355 0.22
H 1.61122 -1.13967 -3.40987 0.38
H -0.16063 1.79287 0.27240 0.25
H -2.01633 0.93273 1.09123 0.44
H -2.92954 0.63257 -0.40835 0.32
C 0.56577 2.55617 4.13269 -0.14
Cl 0.00518 3.43004 2.69493 -0.14
Cl -0.28838 3.09351 5.57692 -0.12
H 0.38727 1.49375 3.99061 0.22
H 1.62918 2.73977 4.26246 0.26

---

No. 2
29
Properties=species:S:1:pos:R:3:mulliken_charge:R:1 method="wB97M-V/def2-TZVPD" e_homo_ev="-14.99 / -17.47" max_force_ev_per_a=6.53 charge=+2 lumo_energy_ev="-8.62 / -10.67" gap_ev="6.4 / 6.8" spin_multiplicity=3 energy_ev=-97599.257
C -0.67528 -0.30641 0.11569 0.11
C -1.99858 1.68213 0.27211 0.56
C -2.98618 -0.12450 1.74930 -0.40
C -2.98263 -1.29795 0.87044 -0.56
C 2.57483 -1.73335 -0.67258 -1.70
C 2.13661 0.31027 0.72411 -1.30
C 1.79057 0.45848 -1.79398 -0.99
C 1.70989 -0.40562 -0.56699 0.92
N -0.89248 1.05601 -0.00994 0.25
N -2.86488 1.11468 1.08463 -0.14
N 0.36110 -0.95948 -0.23460 0.02
O 1.13426 1.67517 -1.66312 -0.53
Cl -2.28655 3.33544 -0.27120 -0.02
Br -4.04579 -1.45873 -0.57762 0.09
H -3.96720 0.04024 2.36602 0.38
H -2.14792 -0.33352 2.54719 0.25
H -2.43379 -2.20297 1.05983 0.58
H 2.62705 -2.14619 -1.58309 0.44
H 3.59760 -1.52857 -0.29960 0.40
H 2.23407 -2.46796 0.15308 0.49
H 1.76909 1.27822 0.81863 0.43
H 3.25625 0.32440 0.83035 0.42
H 1.74292 -0.34623 1.64606 0.32
H 2.94364 0.45605 -2.01364 0.43
H 1.47691 0.04068 -2.71248 0.48
H -0.02224 1.47345 -0.29600 0.03
H -3.74313 1.77300 1.03799 0.32
H 0.27856 -1.96112 -0.20673 0.35
H 1.41331 2.25439 -2.37387 0.34

---

No. 3
32
Properties=species:S:1:pos:R:3:mulliken_charge:R:1 method="wB97M-V/def2-TZVPD" e_homo_ev=-12.72 max_force_ev_per_a=3.33 charge=+1 lumo_energy_ev=-7.40 gap_ev=5.3 relative_energy_kj_mol=149.15 energy_ev=-93207.545
Mg -1.04779 2.41351 -1.18762 1.12
C 1.22115 -0.77155 -1.26164 -1.10
C 0.28176 0.38126 -1.22872 1.46
O 0.19300 1.09936 -0.21792 -0.59
O -0.46102 0.74020 -2.18190 -0.85
H 1.96183 -0.67483 -0.46782 0.30
H 1.76561 -0.73970 -2.20538 0.42
H 0.64423 -1.69436 -1.20102 0.32
Cl -1.82895 -3.45235 -3.73098 -0.18
C -0.43221 -2.48214 -4.25204 -0.19
C -0.56376 -1.63512 -5.47908 -0.43
Cl -1.75974 -0.34802 -5.19440 -0.18
H 0.38854 -3.17217 -4.44780 0.36
H -0.07821 -1.79713 -3.48162 -0.08
H -0.84766 -2.16667 -6.38735 0.38
H 0.43714 -1.21140 -5.56135 0.27
Cl 0.68363 -0.34930 2.85743 -0.18
C -1.05196 -0.50761 2.39144 -0.19
C -1.64953 -1.72846 3.07048 -0.62
Cl -1.62650 -1.56610 4.82766 -0.16
H -1.15063 -0.51327 1.30593 0.11
H -1.70595 0.29162 2.74019 0.29
H -1.18967 -2.67610 2.79010 0.36
H -2.70571 -1.87816 2.84651 0.36
Cl 2.45062 3.39757 4.93917 -0.17
C 1.06343 2.86800 3.91985 -0.24
C 1.38642 3.04333 2.43473 -0.12
Cl 2.00424 4.68423 2.14167 -0.18
H 0.18462 3.42813 4.23930 0.34
H 0.83114 1.82728 4.14578 0.10
H 0.54327 2.92933 1.75339 -0.04
H 2.05854 2.26067 2.08289 0.29

---

No. 4
34
Properties=species:S:1:pos:R:3:mulliken_charge:R:1 method="wB97M-V/def2-TZVPD" e_homo_ev="-8.24 / -8.15" max_force_ev_per_a=2.63 lumo_energy_ev="0.34 / -1.49" gap_ev="8.6 / 6.7" spin_multiplicity=2 energy_ev=-86142.969
Cu 1.49090 1.41940 1.00865 0.23
O 1.85548 0.13136 -3.14600 -0.50
C 1.55194 0.72823 -2.00649 0.81
O 2.03254 0.39072 -0.94945 -0.51
C 0.55383 1.85995 -2.16703 -0.69
O 0.35992 2.56811 -0.97198 -0.23
C 1.21417 3.69358 -0.80360 -0.46
C 2.63503 3.32517 -0.26203 0.81
O 3.59536 3.68797 -0.90361 -0.65
O 2.63190 2.71142 0.84863 -0.63
H 2.53669 -0.55118 -3.00880 0.38
H -0.41749 1.43996 -2.45031 0.35
H 0.89316 2.51521 -2.98128 0.44
H 0.72449 4.32249 -0.05604 0.25
H 1.32287 4.23846 -1.74397 0.35
C -1.73897 -2.05032 -1.58227 -1.14
C -1.94285 -1.01094 -0.49244 -0.23
O -0.66138 -0.77884 0.07319 -0.09
P -0.40182 -0.10393 1.51315 0.98
O 1.07494 -0.20806 1.68873 -0.81
Te -1.09451 2.14695 1.76339 -0.21
O -1.19477 -1.00081 2.57174 -0.27
C -0.62896 -2.19972 3.11011 -0.14
C -1.38656 -3.41668 2.60928 -1.06
H -2.67542 -2.28748 -2.07561 0.41
H -1.32543 -2.95312 -1.14057 0.26
H -1.03095 -1.67604 -2.31812 0.21
H -2.63712 -1.36612 0.27713 0.35
H -2.33393 -0.07441 -0.90462 0.34
H -0.71004 -2.11284 4.19772 0.33
H 0.42810 -2.25356 2.83344 0.26
H -2.45746 -3.24524 2.70617 0.27
H -1.10920 -4.28897 3.19766 0.40
H -1.15446 -3.60074 1.56521 0.19

---

No. 5
35
Properties=species:S:1:pos:R:3:mulliken_charge:R:1 method="wB97M-V/def2-TZVPD" e_homo_ev=-5.31 max_force_ev_per_a=9.32 charge=-1 lumo_energy_ev=2.16 gap_ev=7.5 relative_energy_kj_mol=282.21 energy_ev=-42231.665
C 1.46572 -1.95207 2.20853 -0.59
O 0.86648 -1.61711 0.90744 -0.24
C 1.30861 -0.30689 0.40558 0.42
O 1.56306 -0.23134 -0.92824 -0.48
C 1.48686 1.06962 1.27798 -0.57
C 0.20211 1.47120 2.21498 -0.43
C -1.22188 1.60136 1.40945 -0.33
C -2.43018 0.98991 2.35638 -0.67
N -3.57941 0.38024 1.58215 -0.40
C -3.29994 -1.04597 1.16251 0.28
N -3.68755 -2.10415 1.98981 -0.60
N -2.60147 -1.41141 -0.12880 -0.57
H 1.34029 -1.11993 3.02264 0.23
H 2.58871 -2.29687 2.14987 0.26
H 0.86504 -2.89975 2.61649 0.23
H 1.61062 1.95581 0.48929 0.31
H 2.52221 1.04593 1.87183 0.31
H 0.07712 0.65652 3.06086 0.17
H 0.43227 2.53824 2.69492 0.32
H -1.44669 2.76254 1.24855 0.29
H -1.20276 1.13837 0.32288 0.28
H -2.06024 0.24450 3.18085 0.38
H -2.88540 1.92756 2.93714 0.24
H -3.72970 0.99266 0.73256 0.31
H -4.15374 -1.74051 2.85264 0.29
H -1.56785 -1.32168 -0.00438 0.24
H -2.83233 -0.73111 -0.90684 0.33
C 2.35914 -0.68220 -4.56642 0.56
F 1.36954 -0.40361 -3.65813 -0.20
F 3.43602 -1.10103 -3.82687 -0.23
F 1.92990 -1.78696 -5.25730 -0.25
S 2.75633 0.76584 -5.67899 1.12
O 3.19299 1.84358 -4.78080 -0.66
O 1.50474 1.07465 -6.38426 -0.67
O 3.82140 0.29406 -6.57432 -0.67

---

No. 6
30
Properties=species:S:1:pos:R:3:mulliken_charge:R:1 method="wB97M-V/def2-TZVPD" e_homo_ev=-16.55 max_force_ev_per_a=4.92 charge=+2 lumo_energy_ev=-6.79 gap_ev=9.8 energy_ev=-22633.730
C 2.27515 0.69952 0.38232 0.09
C 0.25981 -1.22079 0.29938 0.88
C -0.89937 0.79196 -0.66988 -0.49
C -2.19501 -1.10986 -0.37182 -0.77
C -1.93799 1.75328 -0.06248 -0.76
C -3.14706 -0.28908 0.39831 -0.59
C 3.58394 1.12281 0.33626 -0.88
C 4.72034 0.33823 -0.12488 0.89
N 1.51043 -0.57665 0.27238 -0.24
N -0.84360 -0.51931 -0.08126 0.08
N 0.26710 -2.55939 0.53183 -0.41
N -3.24495 1.02996 -0.22863 -0.19
F 5.64402 -0.01502 0.78192 -0.21
F 4.15985 -0.99290 -0.47589 -0.34
F 5.38443 0.87875 -1.16532 -0.19
H 1.60062 1.45869 0.69524 0.40
H -1.11504 0.63844 -1.78443 0.29
H 0.17003 1.28275 -0.62029 0.24
H -2.29670 -2.24035 -0.06689 0.32
H -2.34261 -1.10985 -1.42792 0.44
H -1.62336 1.98086 1.01003 0.29
H -1.91038 2.59398 -0.58650 0.52
H -4.09421 -0.79055 0.21919 0.46
H -2.76063 -0.13905 1.39792 0.32
H 3.67202 2.13934 0.53594 0.39
H 2.19877 -1.28662 0.28243 0.17
H 1.02985 -2.98816 1.12772 0.29
H -0.42520 -3.27386 0.46957 0.19
H -4.15025 1.52173 0.14179 0.41
H -3.49002 0.88115 -1.21606 0.40

---

No. 7
28
Properties=species:S:1:pos:R:3:mulliken_charge:R:1 method="wB97M-V/def2-TZVPD" smiles="C=C(F)[C@@](N)(CCCCN)C(=O)O" e_homo_ev=-9.32 max_force_ev_per_a=4.87 lumo_energy_ev=0.68 gap_ev=10.0 relative_energy_kj_mol=122.64 energy_ev=-18330.035
O -0.05888 3.27112 1.13090 -0.62
F -2.29466 0.80825 3.07319 -0.28
O -2.01708 2.48347 0.14185 -0.40
C -0.88550 2.34380 0.86369 0.13
C -2.79492 -0.43796 1.23849 -0.80
C -1.92064 0.29652 1.88526 0.00
N 0.48021 -2.54483 -1.56508 -0.50
N 0.46742 0.39961 2.28798 -0.76
C 1.74642 -1.87176 -1.90853 -0.66
C 1.68165 -0.30395 -1.83231 -0.79
C 1.35525 0.50017 -0.63845 -0.26
C -0.01069 0.06490 0.01140 -1.55
C -0.55492 0.81117 1.27206 1.89
H -2.00156 3.46939 -0.08817 0.40
H -2.51414 -0.96980 0.31310 0.24
H -3.87200 -0.55576 1.53919 0.28
H 0.40351 -3.51625 -1.79043 0.25
H 0.21232 -2.46251 -0.56317 0.27
H 1.29754 0.91428 2.14037 0.23
H 0.09487 0.53416 3.21112 0.28
H 2.00296 -2.05454 -2.93690 0.44
H 2.62868 -2.21004 -1.42170 0.32
H 0.92979 -0.11279 -2.52591 0.34
H 2.65997 0.07663 -2.30014 0.32
H 2.11160 0.37522 0.15941 0.35
H 1.45348 1.50972 -1.10423 0.19
H 0.16150 -0.98510 0.16661 0.05
H -0.76219 0.16689 -0.75961 0.65

---

No. 8
25
Properties=species:S:1:pos:R:3:mulliken_charge:R:1 method="wB97M-V/def2-TZVPD" smiles="C=[N+]1[C@H](C)[C@@H](I)[C@@]1(C)CC" e_homo_ev=-12.99 max_force_ev_per_a=4.54 charge=+1 lumo_energy_ev=-4.33 gap_ev=8.7 relative_energy_kj_mol=209.69 energy_ev=-18121.048
C 1.68534 -0.62921 0.67486 -0.07
C -1.38292 -0.47531 -0.64865 -1.25
C -0.60594 -1.39491 0.41224 0.30
C -0.22413 0.49587 -0.45560 1.00
C -0.40137 -2.86860 0.26550 -1.60
C 0.36999 0.79718 -1.79144 -1.46
C 0.85989 2.30904 1.00980 -1.45
C -0.39867 1.63737 0.47570 -0.53
N 0.57022 -0.49902 0.21196 0.26
I -3.34599 0.19287 0.02073 0.18
H 2.44505 0.12715 0.50784 0.37
H 1.76896 -1.68960 1.05989 0.19
H -1.61997 -0.83193 -1.65560 0.55
H -1.08370 -1.32002 1.37114 0.28
H -0.12961 -3.00562 -0.78092 0.43
H -1.39636 -3.37076 0.35302 0.36
H 0.39539 -3.37936 0.75030 0.43
H 1.43698 1.07188 -1.71458 0.35
H -0.17534 1.64495 -2.23217 0.41
H 0.25312 -0.06003 -2.62609 0.35
H 1.34432 1.71070 1.74984 0.44
H 0.54293 3.17172 1.63606 0.38
H 1.38876 2.72518 0.13544 0.36
H -1.12624 2.43284 -0.00410 0.40
H -1.17071 1.20763 1.27482 0.34